Entry from the Open Molecules 2025 dataset: 8 unconnected molecules or ions with the total composition C29H67F3O12S7 in a non-equilibrium geometry (ωB97M-V/def2-TZVPD).

```
118
Properties=species:S:1:pos:R:3:lowdin_charge:R:1
C -0.704 0.364 -10.611 -0.117
O 0.238 0.859 -9.690 -0.189
C 0.822 -0.139 -8.870 -0.232
C 0.240 -0.106 -7.454 -0.167
C 1.048 0.758 -6.470 -0.186
C 0.328 1.994 -5.927 -0.187
C -1.096 1.778 -5.392 -0.196
C -1.199 1.854 -3.863 -0.172
C -0.214 1.012 -3.059 -0.101
C -0.523 -0.470 -2.891 -0.393
C -1.193 -1.137 -4.067 0.032
O -1.360 -0.787 -1.736 0.094
C -1.037 -2.046 -1.364 -0.536
O -1.689 -2.735 -0.604 0.121
O 0.121 -2.435 -1.958 0.082
C 0.729 -1.217 -2.419 -0.195
C 1.456 -0.596 -1.231 -0.038
C 2.829 -1.216 -0.999 -0.269
O 2.732 -2.611 -0.920 -0.001
C 3.864 -0.786 -2.041 -0.505
F 3.629 0.459 -2.537 0.118
F 3.941 -1.646 -3.097 0.128
F 5.113 -0.749 -1.471 0.109
H -0.204 0.012 -11.511 0.085
H -1.314 -0.426 -10.180 0.084
H -1.370 1.179 -10.867 0.084
H 0.597 -1.116 -9.296 0.109
H 1.901 -0.022 -8.851 0.117
H -0.789 0.215 -7.556 0.109
H 0.264 -1.132 -7.099 0.103
H 1.400 0.150 -5.641 0.093
H 1.932 1.105 -6.998 0.104
H 0.923 2.392 -5.108 0.100
H 0.306 2.768 -6.686 0.109
H -1.566 0.873 -5.753 0.079
H -1.708 2.592 -5.769 0.108
H -2.217 1.687 -3.530 0.120
H -0.984 2.893 -3.615 0.113
H -0.187 1.419 -2.054 0.128
H 0.796 1.083 -3.451 0.113
H -1.253 -2.210 -3.957 0.103
H -0.615 -0.935 -4.964 0.075
H -2.162 -0.681 -4.216 0.072
H 1.442 -1.318 -3.231 0.165
H 0.911 -0.707 -0.302 0.147
H 1.623 0.468 -1.346 0.117
H 3.175 -0.818 -0.047 0.135
H 3.364 -2.937 -0.272 0.071
C 1.953 -6.276 -1.124 -0.256
S 2.055 -5.496 0.487 0.835
O 3.378 -4.812 0.558 -0.546
C 2.248 -7.007 1.439 -0.270
H 1.866 -5.483 -1.864 0.050
H 2.855 -6.860 -1.306 0.060
H 1.068 -6.912 -1.159 0.055
H 3.127 -7.550 1.092 0.057
H 1.353 -7.618 1.330 0.052
H 2.377 -6.728 2.483 0.049
C 5.419 2.058 0.713 -0.264
S 4.084 2.084 1.919 0.800
O 3.219 0.908 1.623 -0.548
C 3.257 3.523 1.245 -0.270
H 6.043 1.191 0.920 0.051
H 5.004 1.980 -0.292 0.047
H 6.010 2.968 0.813 0.053
H 3.002 3.334 0.201 0.056
H 3.914 4.388 1.333 0.059
H 2.361 3.693 1.833 0.034
C 4.676 4.352 5.885 -0.265
S 3.227 3.473 5.290 0.797
O 2.660 4.283 4.172 -0.565
C 2.213 3.771 6.734 -0.279
H 5.432 4.319 5.104 0.045
H 4.411 5.387 6.101 0.058
H 5.052 3.859 6.781 0.054
H 2.113 4.844 6.896 0.065
H 2.661 3.299 7.602 0.025
H 1.235 3.334 6.553 0.050
C 0.039 2.356 11.622 -0.265
S 1.401 1.917 10.537 0.818
O 1.551 3.041 9.566 -0.567
C 0.535 0.609 9.674 -0.269
H 0.354 3.204 12.227 0.048
H -0.828 2.628 11.021 0.052
H -0.194 1.510 12.268 0.054
H -0.370 1.015 9.212 0.014
H 0.283 -0.185 10.377 0.058
H 1.204 0.217 8.909 0.053
C -2.879 0.044 3.545 -0.278
S -2.734 0.528 1.818 0.808
O -3.694 1.645 1.610 -0.557
C -3.487 -0.955 1.148 -0.274
H -2.496 0.861 4.150 0.023
H -3.927 -0.139 3.786 0.057
H -2.285 -0.851 3.726 0.058
H -4.492 -1.066 1.558 0.059
H -2.873 -1.818 1.391 0.046
H -3.537 -0.845 0.069 0.042
C -5.342 -2.771 -7.032 -0.274
S -5.490 -2.023 -5.405 0.813
O -4.293 -1.165 -5.214 -0.553
C -5.197 -3.533 -4.476 -0.268
H -5.448 -1.982 -7.772 0.048
H -4.363 -3.240 -7.130 0.057
H -6.135 -3.507 -7.165 0.052
H -4.228 -3.948 -4.751 0.057
H -5.994 -4.247 -4.684 0.052
H -5.201 -3.279 -3.418 0.051
C -3.425 2.112 6.527 -0.267
S -3.369 2.080 8.320 0.825
O -2.397 1.014 8.703 -0.563
C -5.010 1.390 8.551 -0.268
H -2.467 2.477 6.165 0.054
H -3.608 1.108 6.150 0.040
H -4.217 2.789 6.204 0.063
H -5.080 0.433 8.034 0.059
H -5.752 2.089 8.166 0.055
H -5.164 1.245 9.618 0.050
```

- gap between HOMO and LUMO (eV) = 9.05
- HOMO energy (eV) = -8.4940
- energy (hartree) = -5134.75839
- F_max (eV/Å) = 1.84
- spin multiplicity = 1

=====

Entry from the Open Molecules 2025 dataset: 8 unconnected molecules or ions with the total composition C29H67O22P3 in a non-equilibrium geometry (ωB97M-V/def2-TZVPD).

```
121
Properties=species:S:1:pos:R:3:lowdin_charge:R:1
C -7.294 21.275 1.308 -0.090
O -6.844 20.516 0.134 -0.256
P -5.327 19.913 0.078 0.497
O -4.249 20.940 0.198 -0.261
O -5.321 18.747 1.254 -0.251
C -6.383 17.940 1.546 -0.212
O -5.307 19.040 -1.292 -0.244
C -4.087 18.563 -1.799 -0.131
H -8.056 20.751 1.885 0.077
H -7.808 22.177 0.976 0.081
H -6.436 21.533 1.929 0.084
H -6.576 18.041 2.614 0.085
H -6.093 16.935 1.240 0.073
H -7.246 18.261 0.963 0.076
H -4.078 17.477 -1.884 0.084
H -3.216 18.800 -1.187 0.057
H -3.946 19.047 -2.765 0.085
C -2.833 8.364 -9.100 -0.119
O -4.096 8.505 -8.468 -0.223
P -4.373 9.789 -7.520 0.486
O -5.739 9.945 -7.012 -0.230
O -3.795 11.050 -8.382 -0.211
C -3.648 12.323 -7.818 -0.118
O -3.205 9.559 -6.371 -0.243
C -3.300 8.524 -5.429 -0.151
H -2.816 7.275 -9.074 0.090
H -1.969 8.769 -8.573 0.090
H -2.823 8.659 -10.149 0.088
H -4.276 13.056 -8.324 0.081
H -2.639 12.623 -8.102 0.086
H -3.623 12.479 -6.740 0.073
H -2.859 7.546 -5.619 0.083
H -4.327 8.209 -5.241 0.083
H -2.944 8.878 -4.461 0.073
C -1.882 15.601 -6.923 -0.061
O -0.761 14.708 -6.614 -0.229
P -0.484 14.034 -5.205 0.516
O -0.700 14.955 -4.029 -0.267
O -1.338 12.623 -5.284 -0.248
C -1.220 11.554 -4.397 -0.145
O 1.087 13.493 -5.437 -0.241
C 2.191 14.372 -5.223 -0.130
H -2.383 15.149 -7.780 0.064
H -1.464 16.561 -7.227 0.088
H -2.712 15.652 -6.218 0.078
H -0.869 11.930 -3.436 0.086
H -0.732 10.663 -4.791 0.089
H -2.260 11.264 -4.244 0.061
H 2.710 14.687 -6.128 0.080
H 2.883 14.037 -4.451 0.087
H 1.826 15.363 -4.951 0.071
O -4.004 13.097 -4.395 0.082
C -4.808 12.798 -3.565 -0.566
O -4.825 13.158 -2.284 -0.010
C -3.738 13.894 -1.834 -0.243
C -3.954 14.098 -0.306 -0.100
C -5.881 11.839 -3.927 0.037
H -3.711 14.841 -2.372 0.114
H -2.784 13.396 -2.006 0.115
H -3.762 13.231 0.326 0.055
H -4.907 14.523 0.008 0.053
H -3.171 14.783 0.023 0.043
H -5.332 11.175 -4.595 0.076
H -6.679 12.287 -4.518 0.085
H -6.372 11.274 -3.134 0.049
O -10.278 12.744 -10.420 0.046
C -9.134 13.070 -10.796 -0.510
O -7.976 12.905 -10.130 -0.025
C -7.900 12.046 -8.954 -0.156
C -7.759 12.958 -7.676 -0.049
C -9.016 13.838 -12.085 0.000
H -7.126 11.283 -8.882 0.098
H -8.824 11.471 -8.884 0.109
H -6.749 13.046 -7.277 0.053
H -8.232 12.431 -6.847 0.064
H -8.284 13.903 -7.818 0.073
H -9.806 14.588 -12.060 0.090
H -9.274 13.213 -12.941 0.085
H -8.000 14.210 -12.220 0.075
O -4.963 15.742 -7.929 0.046
C -5.889 16.193 -7.242 -0.484
O -6.942 16.875 -7.727 -0.025
C -6.937 17.345 -9.064 -0.235
C -7.232 16.303 -10.124 -0.075
C -5.937 15.908 -5.723 0.011
H -5.994 17.877 -9.187 0.120
H -7.722 18.100 -9.112 0.118
H -8.164 15.816 -9.837 0.071
H -6.504 15.492 -10.102 0.072
H -7.336 16.646 -11.153 0.079
H -5.213 15.139 -5.451 0.060
H -6.918 15.603 -5.358 0.064
H -5.738 16.861 -5.234 0.077
O -6.968 6.620 -1.391 0.072
C -7.974 7.323 -1.349 -0.544
O -8.138 8.598 -1.207 0.000
C -7.040 9.436 -1.065 -0.239
C -7.696 10.829 -0.912 -0.112
C -9.353 6.634 -1.506 0.003
H -6.393 9.506 -1.939 0.109
H -6.484 9.112 -0.185 0.123
H -6.964 11.628 -1.030 0.060
H -8.218 10.875 0.044 0.065
H -8.445 10.958 -1.693 0.073
H -9.836 6.681 -2.482 0.078
H -10.092 7.173 -0.912 0.069
H -9.376 5.621 -1.105 0.076
O 1.139 18.090 -1.881 0.075
C -0.056 18.237 -2.053 -0.513
O -0.980 17.707 -1.252 -0.029
C -0.761 17.031 -0.064 -0.235
C -1.756 17.561 0.987 -0.063
C -0.543 19.101 -3.206 0.015
H 0.256 17.275 0.243 0.115
H -0.852 15.954 -0.203 0.118
H -1.600 17.137 1.979 0.072
H -2.748 17.170 0.762 0.051
H -1.713 18.650 1.010 0.085
H -1.201 18.507 -3.839 0.081
H 0.354 19.330 -3.781 0.077
H -0.889 20.090 -2.905 0.087
```

- gap between HOMO and LUMO (spin up / spin down) (eV) = 1.62 / 10.40
- charge = -1
- HOMO energy (spin up / spin down) (eV) = 0.5990 / -8.2378
- energy (hartree) = -3824.71312
- F_max (eV/Å) = 4.71
- spin multiplicity = 2